--- one ---
7
Properties=species:S:1:pos:R:3 method="wB97M-V/def2-TZVPD" charge=+1 smiles="O=C=[NH+][N+](=O)[O-]"
O -0.196 2.232 -1.053
C 0.024 1.354 -0.395
N 0.238 0.317 0.307
N -0.333 -1.114 0.120
O -1.356 -1.223 -0.434
O 0.563 -1.773 0.480
H 1.060 0.207 0.976

---

--- two ---
7
Properties=species:S:1:pos:R:3 method="wB97M-V/def2-TZVPD" charge=+1
C 0.706 1.292 0.055
N 0.394 0.137 0.229
N 3.258 -0.337 -0.243
O 1.116 2.360 0.147
O 3.877 -0.948 0.460
O 2.334 0.170 -0.639
H -0.341 -0.550 -0.227

---

Which one sits at the top of the stability order? one does.

---

--- one ---
14
Properties=species:S:1:pos:R:3 method="wB97M-V/def2-TZVPD" smiles=C[C@@H]1P[C@H]1C
C 1.210 1.339 -0.051
C 0.062 0.539 -0.606
P -1.591 1.135 -0.007
C -0.573 -0.431 0.395
C -1.116 -1.698 -0.226
H 2.121 1.160 -0.710
H 1.570 0.952 0.894
H 0.949 2.476 -0.090
H 0.337 0.353 -1.576
H -0.992 2.036 0.675
H -0.038 -0.552 1.418
H -0.593 -1.803 -1.280
H -2.243 -1.797 -0.362
H -0.802 -2.567 0.359

---

--- two ---
DFT (the ωB97M-V functional and the def2-TZVPD basis) results for a cluster of 2 separate species, C4H9P in total.

Geometry as XYZ:
```
14
C4H9P, DFT the ωB97M-V functional and the def2-TZVPD basis
C -0.133 -2.108 -1.345
C 0.093 -0.925 -0.799
C 0.749 0.292 1.618
C -1.124 1.501 -0.204
P -0.678 -0.110 0.566
H 0.215 -2.333 -2.455
H -0.722 -2.980 -0.811
H 2.169 -0.059 -1.466
H 1.631 0.239 1.037
H 0.913 -0.386 2.538
H 0.734 1.317 2.087
H -1.961 1.417 -0.893
H -0.259 2.138 -0.525
H -1.628 1.996 0.651
```

---

Which one sits at the top of the stability order? one does.

---

--- one ---
DFT (the ωB97M-V functional and the def2-TZVPD basis) results for the molecule C2ClF3O.

Geometry as XYZ:
```
7
C2ClF3O, DFT the ωB97M-V functional and the def2-TZVPD basis
C -1.046 -0.408 -0.207
C 0.871 0.510 -0.381
O -0.125 0.105 -1.110
F -1.777 0.405 0.471
F -0.728 -1.459 0.550
F 0.538 1.263 0.692
Cl 2.267 -0.415 -0.016
```

---

--- two ---
7
Properties=species:S:1:pos:R:3 method="wB97M-V/def2-TZVPD" smiles=FC1(F)O[C@]1(F)Cl
F -1.834 0.186 0.565
C -0.695 -0.356 0.044
F -0.750 -1.658 0.180
O -0.180 0.142 -1.108
C 0.542 0.431 -0.026
F 0.598 1.715 0.352
Cl 2.318 -0.460 -0.007

---

Which one sits at the top of the stability order? two does.

---

--- one ---
DFT (the ωB97M-V functional and the def2-TZVPD basis) results for the molecule C4H4BrNO.

Geometry as XYZ:
```
11
C4H4BrNO, DFT the ωB97M-V functional and the def2-TZVPD basis
C 0.483 -2.299 -0.088
C 1.226 -0.002 -0.353
C -1.726 0.054 0.331
C 0.308 1.194 -0.112
N 0.780 -1.146 -0.051
O -1.144 1.019 -0.246
Br -3.553 0.293 0.016
H 0.227 -2.833 0.783
H 2.202 0.145 -0.154
H 0.662 1.586 0.880
H 0.536 1.989 -1.007
```

---

--- two ---
11
Properties=species:S:1:pos:R:3 method="wB97M-V/def2-TZVPD" smiles=BrCc1cnco1
Br -1.651 -2.234 -1.321
C -0.650 -0.366 -1.377
C -0.018 -0.009 -0.094
C -0.334 -0.241 1.219
N 0.613 0.413 1.950
C 1.376 1.056 1.108
O 1.071 0.844 -0.165
H 0.046 -0.537 -2.312
H -1.582 0.250 -1.716
H -1.143 -0.861 1.442
H 2.272 1.685 1.266

---

Which one sits at the top of the stability order? two does.